No. 1
119
Properties=species:S:1:pos:R:3:mulliken_charge:R:1 method="wB97M-V/def2-TZVPD" total_charge=0 spin_multiplicity=6 homo_ev="-7.218 / -7.294" orbital_gap_ev="6.795 / 6.791"
Mn -0.22 -0.11 0.92 1.20
C -1.64 -2.49 3.17 -1.21
O -0.61 -2.15 2.26 0.14
C 0.59 -2.80 2.42 0.74
C 0.84 -3.69 3.45 -0.88
C 2.06 -4.35 3.52 -1.01
C 3.03 -4.12 2.56 -0.93
C 2.79 -3.21 1.55 -0.81
C 1.58 -2.53 1.46 0.05
N 1.31 -1.53 0.47 2.21
N 2.22 -1.48 -0.41 -0.97
C 2.24 -0.60 -1.43 -0.89
C 1.25 0.39 -1.70 -0.09
O 0.21 0.58 -1.00 1.18
C 1.43 1.22 -2.87 -0.95
C 2.51 1.10 -3.66 -1.08
C 3.55 0.15 -3.39 0.63
C 4.68 0.06 -4.22 -1.04
C 5.67 -0.85 -3.97 -0.65
C 5.54 -1.71 -2.86 -0.88
C 4.44 -1.64 -2.05 -0.16
C 3.41 -0.71 -2.29 0.74
H -1.82 -3.57 3.17 0.54
H -2.54 -1.98 2.83 -0.02
H -1.40 -2.16 4.19 0.43
H 0.09 -3.88 4.20 0.50
H 2.24 -5.04 4.34 0.43
H 3.98 -4.63 2.61 0.44
H 3.54 -3.00 0.81 0.25
H 0.66 1.95 -3.08 0.48
H 2.62 1.74 -4.53 0.45
H 4.76 0.74 -5.07 0.45
H 6.55 -0.91 -4.60 0.39
H 6.32 -2.43 -2.66 0.45
H 4.35 -2.31 -1.20 0.49
C 6.53 -2.72 3.23 -1.63
C 5.49 -1.67 2.97 1.07
C 4.56 -1.32 3.95 -0.97
C 3.60 -0.35 3.70 -0.57
C 3.54 0.26 2.46 0.01
C 4.45 -0.08 1.47 -0.07
C 5.42 -1.03 1.74 -0.82
S 2.34 1.53 2.14 0.99
O 2.63 2.64 3.00 -0.80
O 2.38 1.73 0.71 -0.66
N 0.92 0.86 2.49 0.16
C 0.19 1.23 3.60 0.14
C 0.66 1.72 4.80 -0.59
C -0.20 2.05 5.86 -1.11
C -1.55 1.89 5.77 -1.07
C -2.09 1.38 4.57 1.46
C -3.48 1.19 4.38 -1.39
C -3.95 0.71 3.19 -1.12
C -3.03 0.42 2.18 -1.18
N -1.73 0.58 2.31 2.32
C -1.24 1.05 3.49 -1.24
H 6.47 -3.09 4.25 0.34
H 7.54 -2.32 3.08 0.45
H 6.42 -3.56 2.55 0.32
H 4.60 -1.81 4.91 0.31
H 2.88 -0.10 4.48 0.26
H 4.40 0.41 0.51 0.57
H 6.14 -1.29 0.96 0.48
H 1.72 1.90 4.92 0.63
H 0.23 2.44 6.77 0.41
H -2.21 2.14 6.59 0.47
H -4.15 1.44 5.19 0.43
H -5.01 0.56 3.02 0.57
H -3.36 0.05 1.22 0.58
C -1.02 -2.38 -1.88 -1.30
P -2.09 -1.09 -1.16 1.31
C -2.11 0.13 -2.58 -0.92
N -1.80 -0.36 -3.75 0.32
C -1.69 0.50 -4.81 0.20
C -1.32 0.00 -6.08 -0.85
C -1.18 0.86 -7.12 -0.54
C -1.40 2.25 -6.95 -0.61
C -1.76 2.75 -5.73 -0.42
C -1.91 1.87 -4.63 0.09
N -2.26 2.37 -3.41 -0.03
C -2.36 1.54 -2.41 -0.22
P -2.93 2.19 -0.76 1.43
C -4.51 2.93 -1.37 -1.76
C -1.93 3.72 -0.35 2.37
C -0.48 3.30 -0.10 -2.35
C -1.97 4.86 -1.37 -1.84
C -2.52 4.21 0.98 -1.98
C -3.77 -1.91 -1.29 2.19
C -3.93 -2.75 -2.56 -1.90
C -3.91 -2.80 -0.06 -1.55
C -4.86 -0.84 -1.27 -1.54
H -1.26 -2.56 -2.93 0.51
H -1.15 -3.30 -1.30 0.37
H 0.02 -2.08 -1.80 -0.02
H -1.15 -1.07 -6.18 0.48
H -0.90 0.48 -8.10 0.42
H -1.29 2.91 -7.80 0.41
H -1.94 3.80 -5.57 0.47
H -4.33 3.58 -2.23 0.42
H -4.98 3.50 -0.57 0.42
H -5.20 2.14 -1.67 0.41
H 0.03 3.01 -1.02 0.10
H -0.41 2.45 0.59 0.22
H 0.07 4.13 0.35 0.84
H -1.70 4.52 -2.36 0.29
H -1.26 5.63 -1.05 0.50
H -2.95 5.32 -1.42 0.34
H -2.51 3.42 1.74 0.23
H -3.54 4.58 0.88 0.39
H -1.91 5.03 1.36 0.52
H -3.33 -3.66 -2.52 0.35
H -3.65 -2.20 -3.46 0.27
H -4.98 -3.06 -2.66 0.54
H -3.07 -3.49 0.05 0.28
H -4.82 -3.41 -0.14 0.57
H -3.99 -2.21 0.86 0.08
H -4.86 -0.25 -2.19 0.29
H -4.75 -0.15 -0.43 0.11
H -5.84 -1.31 -1.19 0.68

No. 2
125
Properties=species:S:1:pos:R:3:mulliken_charge:R:1 method="wB97M-V/def2-TZVPD" total_charge=+1 spin_multiplicity=1 homo_ev=-11.138 orbital_gap_ev=7.026
C -0.70 5.02 2.89 0.01
C -0.95 4.56 1.82 -2.37
C -1.37 3.98 0.55 -0.37
C -0.77 2.52 0.58 -0.02
C 0.32 2.20 -0.41 -0.55
C 1.08 1.05 -0.27 -0.12
C 2.08 0.82 -1.18 -0.96
C 2.33 1.71 -2.19 -1.12
N 1.63 2.84 -2.33 -0.69
C 0.66 3.04 -1.45 0.19
C -2.11 1.74 0.59 -1.29
P -1.99 -0.07 0.74 0.89
O -0.85 -0.07 1.89 -0.52
O -1.33 -0.72 -0.53 -0.66
S -3.53 -0.94 1.49 -0.51
N -3.11 2.46 -0.29 1.58
C -4.52 1.91 -0.06 -1.59
C -5.21 0.82 -0.91 -2.50
C -4.55 -0.31 -1.73 2.35
C -5.23 -1.65 -1.36 -1.88
C -4.75 -0.17 -3.27 -1.56
C -2.56 2.26 -1.67 -1.89
C -3.41 2.60 -2.87 1.15
C -4.64 3.20 -2.91 0.44
C -5.29 3.46 -4.10 -1.34
C -4.71 3.13 -5.30 0.98
C -5.41 3.37 -6.60 -1.64
C -3.45 2.56 -5.27 -1.10
C -2.82 2.30 -4.08 -1.73
C -2.92 3.88 0.28 2.23
C -3.71 4.15 1.58 -1.48
C -3.86 5.58 2.09 -0.22
C -4.30 5.45 3.58 -1.51
O -4.90 6.27 1.41 -0.60
P -3.07 5.27 -0.95 0.57
O -2.26 5.03 -2.16 -0.78
O -4.57 5.55 -1.27 -0.53
O -2.53 6.62 -0.29 -0.61
H -0.47 5.32 3.88 0.58
H -0.91 4.60 -0.19 0.83
H -0.40 2.37 1.59 1.52
H 0.93 0.35 0.53 1.28
H 2.68 -0.09 -1.07 0.71
H 3.14 1.52 -2.88 0.47
H 0.09 3.95 -1.58 0.39
H -2.40 1.90 1.62 0.50
H -0.51 -0.98 1.94 0.52
H -0.68 -1.41 -0.27 0.16
H -5.16 2.77 -0.12 0.85
H -4.56 1.64 0.99 1.00
H -5.88 0.34 -0.21 0.81
H -5.89 1.31 -1.59 0.60
H -3.49 -0.48 -1.59 -0.77
H -5.53 -1.70 -0.32 0.44
H -6.14 -1.77 -1.95 0.50
H -4.58 -2.47 -1.64 0.37
H -5.31 0.72 -3.53 0.28
H -5.21 -1.05 -3.69 0.50
H -3.79 -0.08 -3.74 0.32
H -1.66 2.84 -1.80 0.78
H -2.25 1.23 -1.80 1.10
H -5.15 3.46 -1.99 0.31
H -6.27 3.92 -4.08 0.50
H -5.88 4.35 -6.61 0.37
H -6.23 2.65 -6.67 0.32
H -4.78 3.20 -7.45 0.39
H -2.94 2.29 -6.18 0.38
H -1.84 1.85 -4.10 0.53
H -4.73 3.80 1.51 0.87
H -3.29 3.58 2.40 0.32
H -2.95 6.15 2.13 0.66
H -5.01 6.22 3.82 0.44
H -4.71 4.47 3.76 0.35
H -3.43 5.52 4.22 0.29
H -4.53 7.08 1.06 0.40
H -4.68 6.37 -1.78 0.39
H -1.58 6.70 -0.48 0.44
C 2.11 -3.41 -1.81 -0.50
C 1.29 -2.73 -1.02 -0.11
C 0.68 -3.36 0.17 0.76
O -0.09 -2.73 0.89 -0.59
C 1.00 -4.77 0.46 -0.48
C 1.83 -5.45 -0.33 -0.52
C 2.44 -4.82 -1.53 0.01
O 3.19 -5.45 -2.24 -0.54
H 2.57 -2.96 -2.68 0.52
H 1.03 -1.69 -1.20 0.44
H 0.54 -5.20 1.34 0.51
H 2.08 -6.49 -0.14 0.50
C 3.88 -2.10 3.95 -0.40
C 3.44 -2.26 2.70 -0.36
C 3.57 -1.19 1.70 0.28
O 3.16 -1.34 0.56 -0.21
C 4.20 0.09 2.12 -0.43
C 4.64 0.25 3.36 -0.48
C 4.52 -0.83 4.38 0.15
O 4.92 -0.68 5.51 -0.54
H 3.79 -2.88 4.70 0.52
H 2.97 -3.18 2.37 0.54
H 4.28 0.86 1.36 0.52
H 5.10 1.17 3.69 0.47
C 5.56 -7.55 5.83 -0.43
C 4.37 -7.45 5.24 -0.42
C 4.15 -6.53 4.10 0.22
O 3.07 -6.44 3.55 -0.54
C 5.30 -5.72 3.63 -0.14
C 6.49 -5.82 4.22 -0.18
C 6.72 -6.74 5.37 0.15
O 7.80 -6.83 5.90 -0.53
H 5.74 -8.21 6.66 0.41
H 3.51 -8.03 5.56 0.43
H 5.12 -5.06 2.80 0.63
H 7.35 -5.23 3.90 0.46
C 8.90 -4.88 -1.00 -0.43
C 8.24 -4.73 0.15 -0.37
C 6.85 -4.22 0.18 0.19
O 6.25 -4.09 1.23 -0.41
C 6.21 -3.89 -1.11 -0.24
C 6.86 -4.04 -2.26 -0.41
C 8.26 -4.54 -2.30 0.20
O 8.85 -4.68 -3.34 -0.53
H 9.91 -5.24 -1.04 0.43
H 8.69 -4.97 1.11 0.40
H 5.19 -3.53 -1.07 0.65
H 6.41 -3.81 -3.22 0.45